12
Properties=species:S:1:pos:R:3:lowdin_charge:R:1 method="wB97M-V/def2-TZVPD" homo_lumo_gap_ha=0.201 total_charge=+2 e_above_lowest_kj_mol=0.00
H -2.630 1.183 -1.062 0.18
H 2.026 -0.174 -0.749 0.16
Tl -2.814 -0.262 -2.094 1.66
O -1.825 -1.088 -0.496 -0.08
H 1.796 -0.792 1.559 0.16
O -0.203 -0.911 1.070 0.17
H 1.450 1.471 -0.249 0.15
O 0.000 0.147 -0.881 -0.01
C -0.859 -0.529 0.014 -0.49
C 1.005 -0.126 1.201 -0.01
H 0.802 0.687 1.908 0.16
C 1.252 0.395 -0.221 -0.05